DFT (wB97M-V/def2-TZVPD) results for a 5-piece molecular cluster, C3H15NO4 overall.

Geometry as XYZ:
```
23
Properties=species:S:1:pos:R:3:nbo_charge:R:1
C 1.15 2.27 0.54 -0.647
C 0.04 1.26 0.25 -0.271
C 1.68 -0.36 -0.47 -0.079
N 0.56 -0.12 0.04 -0.373
H 1.40 2.43 1.59 0.217
H 2.09 1.82 0.22 0.210
H 1.14 3.23 0.03 0.214
H -0.55 1.57 -0.61 0.228
H -0.62 1.06 1.10 0.200
H 2.42 0.28 -0.98 0.146
H 1.82 -1.37 -0.87 0.150
H -1.57 -2.89 3.27 0.456
H -2.35 -3.81 2.51 0.466
O -1.43 -3.69 2.81 -0.922
H -2.50 -1.03 0.29 0.469
H -3.67 -1.44 -0.42 0.461
O -3.18 -1.71 0.35 -0.930
H -0.99 4.52 -0.69 0.472
H -1.82 4.65 -1.98 0.474
O -1.31 4.03 -1.45 -0.944
H 3.13 -3.43 -1.35 0.463
H 1.96 -3.30 -2.24 0.463
O 2.59 -3.96 -1.93 -0.923
```

The value obtained for the energy relative to the best compared isomer or geometry (same formula, charge and spin) is 58.2 kcal per mole. The largest force on an atom comes out at 0.048 hartree/bohr. Its SMILES is C=NCC.O.O.O.O. The calculation puts the HOMO energy at -9.65 eV. Its multiplicity is 1. As for the HOMO-LUMO gap: 10.1 eV. The net charge is 0.

---

DFT (wB97M-V/def2-TZVPD) results for a 3-piece molecular cluster, C3H16N2O2 overall.

Geometry as XYZ:
```
23
Properties=species:S:1:pos:R:3:nbo_charge:R:1
C 1.72 0.09 -0.25 -0.217
C 0.22 -0.23 -0.46 -0.454
C -0.43 0.02 0.89 -0.210
N -1.98 0.15 0.94 -0.687
N 2.66 0.13 -1.44 -0.699
H 2.18 -0.78 0.22 0.235
H 1.84 0.96 0.38 0.241
H 0.13 -1.31 -0.60 0.251
H -0.28 0.38 -1.22 0.242
H -0.26 -0.71 1.68 0.246
H -0.19 0.97 1.37 0.227
H -2.26 0.01 1.91 0.494
H -2.16 1.14 0.76 0.441
H -2.47 -0.27 0.15 0.452
H 2.93 1.04 -1.82 0.450
H 2.23 -0.35 -2.28 0.482
H 3.54 -0.34 -1.23 0.449
H 0.40 -1.01 -3.72 0.501
H 1.56 -0.90 -4.56 0.519
O 1.32 -0.74 -3.64 -0.971
H -3.16 1.22 4.67 0.505
H -3.91 0.08 4.06 0.492
O -3.10 0.59 3.94 -0.988
```

The value obtained for the energy relative to the best compared isomer or geometry (same formula, charge and spin) is 30.2 kcal per mole. The largest force on an atom comes out at 0.049 hartree/bohr. The calculation puts the HOMO energy at -17.78 eV. Its multiplicity is 1. As for the HOMO-LUMO gap: 11.4 eV. The net charge is +2.

---

DFT (wB97M-V/def2-TZVPD) results for a 4-piece molecular cluster, C3H16N2O3 overall.

Geometry as XYZ:
```
24
Properties=species:S:1:pos:R:3:nbo_charge:R:1
N 1.25 -0.34 -0.80 -0.889
C 0.82 0.99 -0.18 -0.080
C 0.57 1.96 -1.27 -0.650
C -0.40 0.63 0.78 -0.241
N 0.04 0.85 2.16 -0.878
H 2.22 -0.52 -0.63 0.378
H 1.05 -0.28 -1.80 0.366
H 1.61 1.07 0.54 0.208
H 1.41 2.09 -2.01 0.222
H -0.32 1.61 -1.82 0.208
H 0.47 3.05 -1.11 0.239
H -0.55 -0.42 0.57 0.215
H -1.39 1.09 0.56 0.178
H -0.59 0.64 2.91 0.380
H 0.52 1.72 2.27 0.363
H -2.46 -1.20 -0.82 0.490
H -2.32 0.04 -1.55 0.439
O -3.03 -0.60 -1.42 -0.962
H 1.45 -1.71 0.79 0.471
H 1.41 -1.02 2.19 0.487
O 1.67 -1.85 1.71 -0.978
H -1.60 -3.28 -0.01 0.517
H -0.49 -2.13 -0.70 0.521
O -1.36 -2.41 -0.35 -1.007
```

The value obtained for the energy relative to the best compared isomer or geometry (same formula, charge and spin) is 35.4 kcal per mole. The largest force on an atom comes out at 0.065 hartree/bohr. Its SMILES is C[C@H](N)CN.O.O.O. The calculation puts the HOMO energy at -9.48 eV. Its multiplicity is 1. As for the HOMO-LUMO gap: 10.1 eV. The net charge is 0.

---

DFT (wB97M-V/def2-TZVPD) results for a 4-piece molecular cluster, C3H16N2O3 overall.

Geometry as XYZ:
```
24
Properties=species:S:1:pos:R:3:nbo_charge:R:1
N -0.61 2.24 1.91 -0.841
C -1.06 0.72 2.13 -0.231
C 0.03 -0.35 1.90 -0.430
C -0.10 -1.14 0.50 -0.208
N 1.03 -1.87 -0.05 -0.853
H 0.31 2.32 2.28 0.342
H -1.14 2.82 2.54 0.355
H -1.46 0.63 3.18 0.177
H -1.96 0.53 1.58 0.199
H -0.07 -1.11 2.70 0.211
H 1.12 0.10 1.85 0.191
H -1.08 -1.66 0.60 0.207
H -0.24 -0.38 -0.28 0.167
H 0.99 -2.82 0.02 0.360
H 1.92 -1.62 0.20 0.359
H 0.25 1.64 -1.12 0.491
H 1.47 2.54 -1.50 0.494
O 0.74 1.98 -1.90 -0.942
H -0.79 -0.53 -2.99 0.493
H -1.08 -2.07 -3.00 0.466
O -1.40 -1.21 -2.65 -0.983
H 1.30 -0.92 -2.32 0.478
H 0.85 0.52 -2.56 0.485
O 1.00 -0.35 -3.02 -0.987
```

The value obtained for the energy relative to the best compared isomer or geometry (same formula, charge and spin) is 41.6 kcal per mole. The largest force on an atom comes out at 0.066 hartree/bohr. Its SMILES is NCCCN.O.O.O. The calculation puts the HOMO energy at -9.36 eV. Its multiplicity is 1. As for the HOMO-LUMO gap: 10.0 eV. The net charge is 0.

---

DFT (wB97M-V/def2-TZVPD) results for a 4-piece molecular cluster, C3H16N2O3 overall.

Geometry as XYZ:
```
24
Properties=species:S:1:pos:R:3:nbo_charge:R:1
N -0.54 1.07 -0.42 -0.864
C -0.74 1.55 0.95 -0.244
C 0.48 2.05 1.69 -0.425
C 1.07 1.08 2.78 -0.208
N 1.05 -0.33 2.42 -0.859
H -0.46 0.05 -0.43 0.362
H 0.26 1.48 -0.88 0.368
H -1.55 2.31 0.94 0.186
H -1.29 0.79 1.50 0.197
H 0.24 2.96 2.25 0.206
H 1.23 2.44 0.99 0.194
H 2.06 1.47 3.00 0.191
H 0.36 1.25 3.58 0.167
H 1.98 -0.72 2.43 0.368
H 0.49 -0.50 1.59 0.365
H -1.81 1.99 -2.13 0.489
H -2.15 2.87 -3.35 0.463
O -1.52 2.21 -3.03 -0.958
H 1.48 -5.54 -3.99 0.463
H 1.46 -5.73 -2.55 0.464
O 0.82 -5.66 -3.28 -0.927
H -1.39 -3.03 -1.39 0.476
H -0.77 -1.70 -1.66 0.467
O -0.78 -2.38 -0.98 -0.942
```

The value obtained for the energy relative to the best compared isomer or geometry (same formula, charge and spin) is 27.9 kcal per mole. The largest force on an atom comes out at 0.042 hartree/bohr. Its SMILES is NCCCN.O.O.O. The calculation puts the HOMO energy at -8.81 eV. Its multiplicity is 1. As for the HOMO-LUMO gap: 9.6 eV. The net charge is 0.

---

DFT (wB97M-V/def2-TZVPD) results for a 4-piece molecular cluster, C3H16N2O3 overall.

Geometry as XYZ:
```
24
Properties=species:S:1:pos:R:3:nbo_charge:R:1
N 2.16 2.91 -0.60 -0.858
C 2.61 1.68 0.07 -0.230
C 1.79 1.04 1.25 -0.236
N 1.29 -0.27 1.18 -0.626
C 1.63 -1.00 2.36 -0.437
H 2.71 3.67 -0.31 0.361
H 1.17 3.10 -0.67 0.372
H 2.65 0.95 -0.85 0.173
H 3.70 1.74 0.39 0.203
H 2.51 1.02 2.14 0.152
H 0.98 1.65 1.65 0.186
H 1.70 -0.73 0.24 0.358
H 2.69 -1.08 2.69 0.174
H 1.19 -0.60 3.32 0.187
H 0.98 -1.86 2.09 0.221
H -6.44 0.98 -1.59 0.463
H -5.87 0.44 -2.86 0.463
O -6.35 1.32 -2.50 -0.926
H 3.02 -1.98 -3.93 0.465
H 2.42 -3.31 -3.72 0.462
O 3.01 -2.74 -3.26 -0.927
H -7.22 -2.26 0.51 0.476
H -6.09 -2.22 1.62 0.466
O -6.24 -2.44 0.76 -0.942
```

The value obtained for the energy relative to the best compared isomer or geometry (same formula, charge and spin) is 78.5 kcal per mole. The largest force on an atom comes out at 0.114 hartree/bohr. Its SMILES is CNCCN.O.O.O. The calculation puts the HOMO energy at -8.57 eV. Its multiplicity is 1. As for the HOMO-LUMO gap: 9.2 eV. The net charge is 0.

---

DFT (wB97M-V/def2-TZVPD) results for a 4-piece molecular cluster, C3H16NO3S overall.

Geometry as XYZ:
```
24
Properties=species:S:1:pos:R:3:nbo_charge:R:1
C -1.37 1.04 -0.29 -0.249
C -1.92 0.10 -1.32 -0.443
C -0.98 -0.25 -2.49 -0.524
S 0.11 -1.69 -2.13 -0.082
N -0.24 0.38 0.42 -0.739
H -1.07 2.01 -0.73 0.224
H -2.07 1.52 0.40 0.240
H -2.86 0.45 -1.80 0.259
H -2.29 -0.82 -0.82 0.212
H -0.51 0.68 -2.79 0.227
H -1.48 -0.59 -3.40 0.244
H 1.25 -1.31 -2.77 0.154
H 0.66 0.50 -0.08 0.460
H -0.06 0.76 1.37 0.471
H -0.37 -0.66 0.57 0.464
H -0.54 -2.28 1.79 0.493
H 0.95 -2.39 1.25 0.503
O 0.31 -1.82 1.66 -0.948
H 3.09 0.54 1.00 0.479
H 3.24 1.35 -0.07 0.485
O 2.52 1.17 0.55 -0.951
H 1.75 0.97 3.02 0.488
H 0.89 -0.04 3.76 0.498
O 0.99 0.38 2.89 -0.965
```

The value obtained for the energy relative to the best compared isomer or geometry (same formula, charge and spin) is 20.6 kcal per mole. The largest force on an atom comes out at 0.043 hartree/bohr. The calculation puts the HOMO energy at -12.55 eV. Its multiplicity is 1. As for the HOMO-LUMO gap: 9.7 eV. The net charge is +1.

---

DFT (wB97M-V/def2-TZVPD) results for a 4-piece molecular cluster, C3H16NO3S overall.

Geometry as XYZ:
```
24
Properties=species:S:1:pos:R:3:nbo_charge:R:1
C 1.96 -0.54 0.49 -0.632
C 0.49 -0.51 0.24 -0.037
C -0.29 -1.74 0.64 -0.575
S -2.06 -1.43 0.21 -0.031
N 0.06 0.60 1.28 -0.728
H 2.39 -1.11 -0.28 0.251
H 2.17 -0.86 1.58 0.219
H 2.31 0.47 0.31 0.222
H 0.21 -0.11 -0.88 0.271
H -0.06 -2.66 0.13 0.267
H -0.25 -2.11 1.73 0.250
H -2.55 -1.40 1.54 0.154
H -0.94 0.59 1.55 0.462
H 0.54 0.52 2.18 0.439
H 0.31 1.57 0.79 0.462
H -1.15 2.02 -4.16 0.501
H -1.59 3.10 -3.06 0.477
O -1.27 2.18 -3.17 -0.979
H -1.64 0.46 5.14 0.509
H -0.58 -0.55 4.42 0.482
O -1.09 0.22 4.42 -0.988
H 1.58 0.70 -5.56 0.488
H 0.75 0.03 -4.41 0.461
O 0.68 0.55 -5.13 -0.948
```

The value obtained for the energy relative to the best compared isomer or geometry (same formula, charge and spin) is 55.4 kcal per mole. The largest force on an atom comes out at 0.104 hartree/bohr. The calculation puts the HOMO energy at -13.16 eV. Its multiplicity is 1. As for the HOMO-LUMO gap: 9.9 eV. The net charge is +1.

---

DFT (wB97M-V/def2-TZVPD) results for a 5-piece molecular cluster, C3H16NO4 overall.

Geometry as XYZ:
```
24
Properties=species:S:1:pos:R:3:nbo_charge:R:1
C -0.40 -0.59 -3.44 -0.673
C -0.24 -0.79 -1.98 -0.127
C -0.24 0.23 -1.11 -0.103
N -0.15 -0.06 0.31 -0.755
H -0.87 0.31 -3.85 0.239
H 0.59 -0.67 -3.91 0.245
H -0.89 -1.47 -3.92 0.243
H -0.23 -1.85 -1.66 0.225
H -0.41 1.25 -1.38 0.226
H 0.87 -0.03 0.66 0.484
H -0.72 0.45 1.01 0.454
H -0.57 -1.02 0.51 0.475
H 4.04 1.54 1.67 0.495
H 3.95 1.06 0.11 0.501
O 3.65 0.93 1.01 -0.992
H -0.24 -1.52 2.44 0.496
H -1.67 -2.21 2.63 0.511
O -0.98 -1.95 1.99 -0.980
H -3.00 1.29 -0.28 0.474
H -3.66 2.06 0.81 0.491
O -2.84 1.60 0.63 -0.962
H 2.13 0.33 2.55 0.522
H 0.69 0.90 2.86 0.497
O 1.18 0.23 2.37 -0.988
```

The value obtained for the energy relative to the best compared isomer or geometry (same formula, charge and spin) is 28.4 kcal per mole. The largest force on an atom comes out at 0.040 hartree/bohr. The calculation puts the HOMO energy at -13.62 eV. Its multiplicity is 1. As for the HOMO-LUMO gap: 10.8 eV. The net charge is +1.

---

DFT (wB97M-V/def2-TZVPD) results for a 4-piece molecular cluster, C3H16NO4 overall.

Geometry as XYZ:
```
24
Properties=species:S:1:pos:R:3:nbo_charge:R:1
C -0.60 1.31 -0.33 -0.209
C -0.42 0.13 -1.28 -0.481
C -1.37 -1.09 -1.12 -0.059
O -1.76 -1.36 -2.46 -0.731
N 0.67 2.20 -0.33 -0.706
H -0.88 1.10 0.70 0.239
H -1.34 1.97 -0.77 0.219
H -0.77 0.47 -2.27 0.251
H 0.64 -0.13 -1.36 0.234
H -0.82 -1.92 -0.63 0.180
H -2.29 -0.90 -0.57 0.177
H -1.74 -2.28 -2.72 0.493
H 1.44 1.91 0.31 0.474
H 0.46 3.21 -0.26 0.437
H 1.14 1.91 -1.20 0.451
H 0.70 -0.82 2.23 0.506
H 2.12 -1.10 2.82 0.495
O 1.64 -0.88 2.02 -0.997
H 3.40 0.55 0.04 0.498
H 2.21 -0.43 0.27 0.525
O 2.48 0.39 -0.18 -1.011
H -1.60 -0.58 3.54 0.493
H -1.77 -1.37 2.33 0.484
O -1.26 -0.60 2.62 -0.964
```

The value obtained for the energy relative to the best compared isomer or geometry (same formula, charge and spin) is 22.4 kcal per mole. The largest force on an atom comes out at 0.024 hartree/bohr. The calculation puts the HOMO energy at -13.65 eV. Its multiplicity is 1. As for the HOMO-LUMO gap: 10.8 eV. The net charge is +1.

---

DFT (wB97M-V/def2-TZVPD) results for a 5-piece molecular cluster, C3H16NO4 overall.

Geometry as XYZ:
```
24
Properties=species:S:1:pos:R:3:nbo_charge:R:1
C 1.78 1.67 0.60 -0.645
C 0.30 1.34 0.37 -0.245
C 0.30 -0.57 1.83 0.128
N -0.10 -0.03 0.77 -0.341
H 2.35 0.86 1.03 0.218
H 2.23 1.94 -0.35 0.258
H 1.83 2.58 1.18 0.236
H -0.40 2.02 0.85 0.233
H 0.11 1.36 -0.70 0.246
H -0.05 -1.53 2.16 0.223
H 1.02 -0.03 2.43 0.214
H -0.81 -0.50 0.22 0.455
H 1.89 -2.01 -1.36 0.488
H 0.43 -2.48 -1.26 0.493
O 1.04 -1.79 -0.97 -0.975
H -2.75 1.15 2.74 0.491
H -2.58 -0.35 3.06 0.482
O -2.47 0.30 2.36 -0.968
H 1.65 0.67 -3.05 0.478
H 2.75 1.80 -3.00 0.482
O 1.81 1.61 -2.92 -0.956
H -2.73 -2.87 -1.05 0.483
H -2.98 -1.40 -1.38 0.482
O -2.30 -2.08 -1.41 -0.961
```

The value obtained for the energy relative to the best compared isomer or geometry (same formula, charge and spin) is 29.1 kcal per mole. The largest force on an atom comes out at 0.025 hartree/bohr. The calculation puts the HOMO energy at -14.40 eV. Its multiplicity is 1. As for the HOMO-LUMO gap: 10.5 eV. The net charge is +1.

---

DFT (wB97M-V/def2-TZVPD) results for a 4-piece molecular cluster, C3H16NO4 overall.

Geometry as XYZ:
```
24
Properties=species:S:1:pos:R:3:nbo_charge:R:1
C -0.41 -0.72 0.97 -0.083
O -1.32 0.05 0.21 -0.739
C 0.91 -1.01 0.25 -0.091
C 1.79 -1.67 1.23 -0.672
N 0.62 -1.84 -0.98 -0.696
H -0.33 -0.20 1.93 0.220
H -0.91 -1.68 1.04 0.170
H -1.04 0.98 0.36 0.515
H 1.25 -0.03 -0.20 0.239
H 2.72 -2.10 0.74 0.232
H 1.36 -2.46 1.86 0.243
H 2.31 -1.00 1.95 0.268
H 0.23 -2.76 -0.70 0.431
H -0.21 -1.41 -1.52 0.478
H 1.34 -1.93 -1.69 0.445
H -1.39 -0.55 -2.77 0.470
H -1.32 0.97 -2.63 0.504
O -0.90 0.16 -2.32 -0.955
H 0.15 3.08 0.76 0.500
H 1.29 2.05 0.79 0.475
O 0.39 2.20 0.47 -0.958
H -1.75 3.85 -0.16 0.467
H -2.79 2.90 -0.05 0.479
O -1.98 3.12 0.45 -0.940
```

The value obtained for the energy relative to the best compared isomer or geometry (same formula, charge and spin) is 33.9 kcal per mole. The largest force on an atom comes out at 0.076 hartree/bohr. The calculation puts the HOMO energy at -13.43 eV. Its multiplicity is 1. As for the HOMO-LUMO gap: 10.3 eV. The net charge is +1.